No. 1
Formula: C22H17NO6S3SbZn
Source: the Open Molecules 2025 dataset
Level of theory: ωB97M-V/def2-TZVPD

Results
Multiplicity: 2
⟨S²⟩: 0.7553
Orbital gap (alpha / beta): 6.34 / 6.01 eV
Charge: -2
E: -4569.11374 Ha

Each line ends with the natural charge from an NBO analysis.
Atoms and positions in Å:
Sb: -0.841 1.892 2.927  0.912
Zn: 0.356 0.390 -0.137  1.606
S: 1.209 1.348 1.787  -1.059
S: -0.494 3.909 3.925  -0.949
S: -2.153 2.635 0.645  -0.237
O: -0.716 -1.164 1.548  -0.738
O: -1.850 -2.946 -1.225  -0.699
O: 1.848 0.417 -1.478  -0.829
O: -0.665 -1.069 -1.038  -0.845
O: 3.264 -1.125 -0.690  -0.734
O: 5.257 -1.808 -2.036  -0.719
N: -0.906 2.248 -1.802  -0.705
C: 0.144 -3.383 1.011  -0.054
C: 5.148 -0.010 -5.180  -0.195
C: -4.692 -2.893 1.800  -0.239
C: -0.070 -4.740 0.775  -0.142
C: 3.274 0.653 -3.849  -0.135
C: -2.288 -2.921 1.600  -0.018
C: 1.440 -2.929 1.210  -0.207
C: -2.224 -3.630 2.794  -0.206
C: -1.214 -2.117 -0.588  0.784
C: 2.283 -5.172 1.010  -0.232
C: 4.000 0.759 -5.024  -0.290
C: 2.870 -0.309 -1.556  0.806
C: -4.619 -3.611 2.986  -0.232
C: -1.017 -2.404 0.936  0.078
C: 0.989 -5.628 0.784  -0.245
C: 2.505 -3.822 1.211  -0.196
C: 4.832 -0.973 -2.996  0.431
C: -3.538 -2.551 1.114  -0.112
C: 5.565 -0.869 -4.181  -0.329
C: -3.378 -3.978 3.483  -0.227
C: -1.143 2.072 -0.602  -0.048
C: 3.673 -0.201 -2.828  -0.275
H: 0.807 -6.680 0.600  0.195
H: 4.571 -1.694 -1.300  0.508
H: -1.411 2.976 -2.315  0.342
H: 3.507 -3.439 1.342  0.216
H: 3.675 1.428 -5.811  0.197
H: -3.303 -4.529 4.412  0.196
H: 2.371 1.227 -3.684  0.240
H: 1.654 -1.874 1.322  0.244
H: -3.605 -2.001 0.186  0.226
H: 3.114 -5.866 1.004  0.196
H: -5.522 -3.874 3.523  0.194
H: -1.074 -5.087 0.570  0.218
H: 6.456 -1.474 -4.289  0.202
H: -1.258 -3.914 3.193  0.214
H: -0.034 -1.231 2.230  0.499
H: -5.655 -2.591 1.407  0.199
H: 5.726 0.061 -6.095  0.190

No. 2
Formula: C22H18AuN4O2Se
Source: the Open Molecules 2025 dataset
Level of theory: ωB97M-V/def2-TZVPD

Results
Multiplicity: 1
Orbital gap: 7.00 eV
Charge: -1
E: -3755.84043 Ha

Each line ends with the natural charge from an NBO analysis.
Atoms and positions in Å:
Au: 0.880 -0.780 -0.145  0.676
Se: -1.795 1.069 1.874  -0.236
O: 0.687 0.628 -1.658  -0.801
O: 1.318 -1.718 1.635  -0.805
N: 1.542 2.251 -0.175  -0.424
N: -2.387 -0.195 -0.589  -0.560
N: -2.161 -1.644 1.013  -0.406
N: 1.706 1.259 0.766  -0.324
C: 3.963 0.242 3.323  -0.160
C: 2.577 -2.103 3.526  -0.256
C: -1.804 -2.247 2.284  -0.419
C: 2.798 1.079 1.372  0.066
C: -2.994 -4.113 -1.634  -0.230
C: 2.240 -1.248 2.445  0.377
C: 4.271 -0.614 4.362  -0.308
C: -2.463 -2.358 -0.136  0.186
C: -2.113 -0.308 0.742  0.258
C: 0.070 5.240 -2.706  -0.229
C: 3.545 -1.801 4.459  -0.217
C: -0.233 2.561 -3.345  -0.217
C: -2.602 -1.433 -1.167  0.123
C: -0.759 3.540 -4.183  -0.231
C: -0.613 4.883 -3.864  -0.230
C: 0.591 4.265 -1.871  -0.192
C: -3.131 -3.186 -2.668  -0.224
C: 2.957 -0.001 2.381  -0.204
C: -2.934 -1.826 -2.449  -0.233
C: 0.927 1.840 -1.246  0.517
C: 0.439 2.915 -2.180  -0.019
C: -2.653 -3.709 -0.346  -0.245
H: 3.744 -2.498 5.266  0.193
H: -3.027 -1.105 -3.252  0.219
H: 3.674 1.705 1.161  0.150
H: -1.449 -1.456 2.937  0.261
H: -2.672 -2.741 2.725  0.187
H: -3.397 -3.530 -3.659  0.207
H: -2.306 0.694 -1.054  0.442
H: -0.991 -2.954 2.133  0.229
H: 0.187 6.286 -2.448  0.201
H: 4.514 1.173 3.226  0.192
H: 5.048 -0.368 5.073  0.196
H: -1.030 5.647 -4.509  0.199
H: -0.335 1.509 -3.575  0.231
H: -3.156 -5.164 -1.835  0.207
H: -2.532 -4.424 0.457  0.218
H: -1.287 3.251 -5.084  0.200
H: 2.029 -3.036 3.580  0.196
H: 1.115 4.525 -0.961  0.237

No. 3
Formula: C22H18BrCaN8O3S
Source: the Open Molecules 2025 dataset
Level of theory: ωB97M-V/def2-TZVPD

Results
Multiplicity: 1
Orbital gap: 6.87 eV
Charge: -1
E: -5163.02741 Ha

Each line ends with the natural charge from an NBO analysis.
Atoms and positions in Å:
Br: 4.821 -4.498 2.926  0.050
Ca: -0.190 -0.291 0.057  1.792
S: -4.731 -1.271 1.762  -0.348
O: 0.796 1.543 0.894  -0.906
O: -0.257 -1.832 -1.453  -0.894
O: 1.652 0.833 2.842  -0.742
N: -1.387 2.426 2.223  -0.670
N: -0.153 2.188 2.874  -0.526
N: 1.578 -1.791 0.994  -0.489
N: 0.886 0.436 -2.555  -0.512
N: -5.579 4.463 -3.160  -0.314
N: -1.976 1.208 -0.942  -0.485
N: 0.244 0.410 -4.662  -0.524
N: -1.945 -0.917 1.543  -0.751
C: -3.102 0.717 -1.443  0.075
C: 0.560 -1.807 -3.623  -0.227
C: -2.671 3.401 -1.540  -0.215
C: 1.235 -2.853 1.712  0.081
C: 0.373 1.736 -4.315  -0.135
C: 0.133 -2.510 -2.461  0.410
C: 0.841 1.471 2.164  0.851
C: 3.499 -3.396 2.138  -0.040
C: -1.762 2.518 -0.980  0.069
C: 3.876 -2.291 1.399  -0.277
C: -4.812 3.758 -2.675  0.285
C: -4.077 1.511 -2.026  -0.219
C: 0.565 -0.342 -3.573  0.385
C: 0.620 -4.579 -3.634  -0.201
C: 2.161 -3.696 2.308  -0.293
C: 0.781 1.723 -3.017  -0.094
C: 1.012 -3.881 -4.776  -0.315
C: -3.844 2.881 -2.074  -0.130
C: 2.866 -1.515 0.849  0.089
C: 0.198 -3.921 -2.498  -0.274
C: 0.988 -2.495 -4.752  -0.170
C: -3.102 -1.064 1.634  0.154
H: -1.996 1.612 2.296  0.354
H: 1.352 -4.407 -5.658  0.198
H: 0.653 -5.663 -3.633  0.197
H: 3.110 -0.625 0.283  0.218
H: -3.233 -0.356 -1.364  0.225
H: 0.173 -3.038 1.822  0.218
H: -0.839 2.859 -0.525  0.248
H: -0.109 -4.465 -1.612  0.203
H: -4.985 1.074 -2.414  0.234
H: 4.914 -2.029 1.258  0.229
H: 1.840 -4.548 2.888  0.230
H: 0.168 2.536 -5.002  0.211
H: -2.470 4.463 -1.556  0.228
H: 1.339 -1.938 -5.616  0.189
H: -1.833 3.214 2.674  0.343
H: -0.092 0.035 -5.531  0.416
H: 1.002 2.566 -2.385  0.212
H: -0.229 1.806 3.810  0.355